(1)
# C10H16As2ReS4

C10H16As2ReS4 as an isolated structure in a non-equilibrium geometry (ωB97M-V with the def2-TZVPD basis set, the OMol25 dataset).

Geometry as ORCA input:
```
! wB97M-V def2-TZVPD RIJCOSX def2/J DEFGRID3
* xyz 2 2
Re -0.5501 1.8867 -1.2941
S -0.7009 2.9167 -3.2897
S -2.1056 4.4410 -3.2974
S -3.0274 4.4405 -1.5396
S -1.9239 3.1397 -0.2924
C 2.7928 1.9774 0.3783
As 1.0026 1.2877 0.6156
C 0.5374 1.7268 2.4361
C 1.1543 -0.6358 0.5688
C 2.2209 -1.2836 1.1816
C 2.2847 -2.6698 1.1688
C 1.2866 -3.4115 0.5514
C 0.2172 -2.7734 -0.0606
C 0.1515 -1.3844 -0.0534
As -1.3359 -0.4712 -0.8725
C -1.7975 -1.4488 -2.4699
C -2.8472 -0.6673 0.3095
H 3.3732 1.7436 1.2698
H 2.7488 3.0580 0.2542
H 3.2558 1.5243 -0.4956
H 1.2762 1.2562 3.0839
H -0.4527 1.3436 2.6728
H 0.5626 2.8065 2.5727
H 3.0093 -0.7238 1.6702
H 3.1168 -3.1731 1.6419
H 1.3423 -4.4915 0.5439
H -0.5508 -3.3690 -0.5389
H -2.1655 -2.4323 -2.1797
H -0.9230 -1.5536 -3.1083
H -2.5824 -0.9127 -3.0001
H -2.9676 -1.7333 0.5006
H -3.7405 -0.2726 -0.1710
H -2.6622 -0.1410 1.2430
*
```

## Properties
**Orbital gap (spin up / spin down)**: 6.88 / 6.58 eV
**Calculated total energy**: -6532.63192 hartree
**<S²>**: 1.146

---

(2)
# C10H16AuN5O6

C10H16AuN5O6 as an isolated structure (ωB97M-V with the def2-TZVPD basis set, the OMol25 dataset).

Geometry as ORCA input:
```
! wB97M-V def2-TZVPD RIJCOSX def2/J DEFGRID3
* xyz 2 3
Au -0.9833 -1.2031 -2.4994
O -0.9134 4.8445 -1.5571
C -1.0044 3.5476 -1.8099
C -1.8771 3.0061 -2.7690
C -1.8819 1.6457 -2.9399
N -1.0910 0.8327 -2.2365
C -0.2650 1.3357 -1.3108
C -0.1953 2.6869 -1.0671
C 0.5764 0.3216 -0.5271
O 1.2271 0.6902 0.4204
O 0.5038 -0.9115 -0.9500
C -2.7610 0.9199 -3.9016
O -3.5490 1.6764 -4.6149
O -2.7700 -0.2805 -4.0286
H -1.4952 5.3773 -2.1158
H -2.5311 3.6382 -3.3566
H 0.4801 3.0700 -0.3157
N 1.2435 -3.5271 -2.1298
C 0.1339 -3.9350 -2.7453
N 0.0819 -5.1416 -3.3056
O -0.9124 -3.2108 -2.8215
H 2.0625 -4.1095 -2.1042
H 1.2548 -2.6568 -1.6137
H 0.8272 -5.8109 -3.2272
H -0.7574 -5.4052 -3.7939
N 2.0413 -0.2657 5.4055
C 1.2885 0.9613 4.9789
C 0.7949 0.7332 3.5490
N 0.0621 -0.4938 3.4182
H 2.2192 -0.2995 6.4092
H 2.9355 -0.3486 4.9196
H 1.4499 -1.0635 5.1239
H 1.9415 1.8258 5.0728
H 0.4529 1.0613 5.6694
H 1.6328 0.7074 2.8515
H 0.2032 1.6105 3.2753
H -0.8568 -0.6039 3.8057
H 0.4313 -1.2254 2.8415
*
```

## Properties
**Orbital gap (spin up / spin down)**: 8.78 / 6.28 eV
**Calculated total energy**: -1251.01690 hartree
**<S²>**: 2.009

---

(3)
# C10H16BF2NO5S

A 2-piece molecular cluster, C10H16BF2NO5S overall in a non-equilibrium geometry (ωB97M-V with the def2-TZVPD basis set, the OMol25 dataset).

Geometry as ORCA input:
```
! wB97M-V def2-TZVPD RIJCOSX def2/J DEFGRID3
* xyz 0 1
C 1.9020 1.4257 1.0459
C 1.5170 1.9440 -0.3507
C 2.7243 1.8143 -1.3205
C 0.2929 1.2123 -0.9150
N -0.9360 2.0485 -0.9341
O -1.1346 2.7131 0.2873
B -1.3657 4.0750 0.0154
O -2.5581 4.6086 0.2916
O -0.3845 4.8965 -0.4852
S -2.2601 1.0751 -1.3319
O -2.0353 0.6677 -2.6544
O -3.4645 1.7390 -1.0853
F -2.1817 -0.2074 -0.4516
H 1.5853 0.3878 1.1380
H 2.9710 1.4824 1.2130
H 1.4238 2.0095 1.8263
H 1.3493 3.0092 -0.2503
H 2.8908 2.7636 -1.8209
H 3.6256 1.5254 -0.7954
H 2.5594 1.0758 -2.1016
H 0.1758 0.2723 -0.3797
H 0.4974 0.9658 -1.9476
H -2.5014 5.5736 0.2142
H 0.0573 4.4279 -1.2130
F 0.5965 -1.7947 1.1629
C 0.0987 -3.0492 1.0819
C 0.9409 -4.0822 0.7277
C 0.4268 -5.3678 0.6492
C -0.9155 -5.5988 0.9152
C -1.7458 -4.5434 1.2654
C -1.2369 -3.2566 1.3552
H 1.9825 -3.8789 0.5171
H 1.0754 -6.1900 0.3794
H -1.3141 -6.6022 0.8491
H -2.7928 -4.7212 1.4689
H -1.8654 -2.4210 1.6336
*
```

## Properties
**SMILES**: CC(C)CN(OB(O)O)S(=O)(=O)F.Fc1ccccc1
**Orbital gap**: 9.92 eV
**Calculated total energy**: -1444.43225 hartree

---

(4)
# C10H16Br6Cl12

A 7-piece molecular cluster, C10H16Br6Cl12 overall in a non-equilibrium geometry (ωB97M-V with the def2-TZVPD basis set, the OMol25 dataset).

Geometry as ORCA input:
```
! wB97M-V def2-TZVPD RIJCOSX def2/J DEFGRID3
* xyz 0 1
Br -0.7106 -0.8536 2.4634
C -1.1177 -0.1411 0.5907
C 0.0662 -0.6454 -0.3007
Br 0.0287 -2.5696 -0.8283
H -1.1911 0.9421 0.6884
H -2.0098 -0.6142 0.1804
H 1.0547 -0.6009 0.1564
H 0.0611 -0.0605 -1.2205
Br 4.1088 -0.7327 -0.4337
C 3.8120 -2.5347 0.4002
C 4.0990 -2.2662 1.9048
Br 6.0688 -2.1123 2.1476
H 4.3551 -3.3515 -0.0752
H 2.7741 -2.7749 0.1693
H 3.7298 -3.1414 2.4394
H 3.6070 -1.4565 2.4435
Br 0.8285 3.0929 0.7130
C 1.0987 4.9103 1.3562
C 1.9837 5.6874 0.3935
Br 1.9940 7.5773 0.9408
H 1.5810 4.9639 2.3323
H 0.1329 5.4101 1.4301
H 1.4585 5.7388 -0.5603
H 3.0122 5.3356 0.4744
C -4.0146 -2.3807 2.4006
Cl -4.7316 -3.4377 3.6618
Cl -5.3439 -1.4361 1.6054
Cl -3.0844 -3.3018 1.0887
H -3.2788 -1.8013 2.9584
C -0.9668 -6.0931 -0.9439
Cl 0.6835 -6.4125 -1.2813
Cl -1.3106 -6.5361 0.7799
Cl -1.9057 -7.2788 -1.8726
H -1.1792 -5.0456 -1.1576
C 1.0254 1.7606 -3.8054
Cl -0.6522 1.6482 -3.1803
Cl 2.1598 0.8103 -2.8731
Cl 1.6700 3.4433 -3.8268
H 1.0110 1.4501 -4.8501
C -4.0726 3.1198 -1.2644
Cl -4.4531 3.5224 -2.8888
Cl -3.5227 1.3833 -1.4078
Cl -5.5525 3.0637 -0.1767
H -3.3068 3.7191 -0.7718
*
```

## Properties
**SMILES**: ClC(Cl)Cl.ClC(Cl)Cl.ClC(Cl)Cl.ClC(Cl)Cl.BrCCBr.BrCCBr.BrCCBr
**Orbital gap**: 10.12 eV
**Calculated total energy**: -21356.95706 hartree

---

ΔE to the lowest compared entry with this formula, charge and spin / kcal/mol: 2.3; 0.0; 11.9; 36.1